Record 1
Computed, not measured: a cluster of 9 separate species, C40H77N13O2P2 in total, with wB97M-V/def2-TZVPD.

Computed properties:
Total energy, Eh: -3115.279582
Charge: 0
Frontier orbital gap, eV: 7.9502
Molecular weight, g mol⁻¹: 834.1

Element x y z (Å)
H (0.288, 6.849, -3.194)
C (3.165, 1.434, -4.836)
C (-2.780, 3.306, 1.961)
C (2.089, 3.693, -0.376)
H (-1.352, -7.358, 0.089)
H (3.812, 2.414, 4.645)
H (-2.156, -4.885, 0.456)
H (-1.329, -8.200, -2.217)
H (2.740, -0.483, 2.425)
H (2.724, 4.579, -0.393)
H (-4.299, 3.996, 4.973)
H (1.265, 0.305, -2.999)
C (-0.835, 4.047, -2.328)
H (1.291, -2.445, 4.247)
H (3.803, -0.312, 0.165)
C (0.035, -1.637, -0.663)
H (-1.333, -0.249, 0.424)
H (-1.999, -4.627, -1.229)
N (-2.786, -6.088, -4.064)
C (-0.983, 1.440, 4.287)
C (-1.689, -1.119, -5.309)
H (-3.325, 1.030, 0.260)
H (-1.480, 3.316, -1.863)
C (2.703, 0.793, -6.941)
H (-3.326, 2.211, 6.572)
H (1.007, 3.653, 2.892)
C (-1.797, -6.734, -0.686)
C (3.514, -3.185, -2.495)
H (2.812, -2.849, -4.577)
C (-3.397, -0.702, -3.574)
C (-0.203, -3.551, 5.432)
H (-2.147, -0.465, -6.051)
C (-0.779, 5.417, -2.176)
H (1.163, -5.009, -1.241)
H (1.450, 0.135, 3.423)
H (0.010, -4.715, 2.585)
H (0.282, 2.645, 1.664)
N (-4.522, -0.868, -3.305)
H (-0.494, 2.408, 4.177)
C (-0.093, 0.498, -1.202)
H (-2.796, 0.583, 6.388)
C (-1.539, -3.089, 4.964)
C (3.590, 0.709, -0.153)
H (1.457, 4.955, -4.417)
C (-6.300, 1.533, 4.190)
C (2.683, -3.312, -3.609)
C (-2.164, -6.526, -3.191)
H (-2.858, -6.985, -0.705)
H (6.180, 2.405, 1.159)
C (0.882, -3.454, 4.305)
H (-2.031, -2.142, -5.465)
C (1.563, -3.987, -3.266)
H (3.787, -0.623, -4.255)
C (-2.505, 1.612, 6.177)
H (-0.479, 0.776, 4.990)
H (2.506, 0.786, -0.070)
H (-6.439, 1.217, 3.156)
N (0.126, 5.863, -3.052)
C (2.118, 0.394, 2.601)
N (-5.030, 2.140, 4.317)
H (-0.232, -6.897, -2.226)
H (3.048, -1.310, -6.530)
H (3.241, 1.993, -3.916)
H (0.217, 0.013, -5.422)
H (0.343, -1.811, -5.379)
H (3.273, -4.026, -0.548)
H (-6.317, 0.570, 4.700)
N (0.871, -1.371, -1.749)
N (2.878, 1.592, 2.996)
C (1.721, -4.380, -1.919)
C (0.465, -3.740, 2.761)
H (-0.093, -2.599, -0.190)
N (-2.372, 1.744, 4.737)
H (3.841, 0.824, -1.208)
H (4.448, 0.857, 4.095)
H (-1.656, 0.417, -3.688)
C (-1.994, -0.588, -3.941)
C (0.852, 3.563, 1.817)
H (-3.587, 3.977, 1.666)
H (6.137, 0.657, 1.049)
C (3.535, 1.415, 4.305)
O (4.342, 3.773, 2.467)
H (0.278, 4.428, 1.485)
H (-5.998, 4.061, 4.719)
H (0.723, -4.328, -3.853)
H (2.371, 0.638, -7.957)
N (2.930, -3.887, -1.487)
H (-7.122, 2.108, 4.615)
H (-0.154, -0.882, -6.775)
C (-1.579, -5.210, -0.410)
H (4.516, -2.800, -2.380)
H (-1.620, -1.247, -3.157)
C (-0.644, -0.495, -0.371)
C (0.760, -0.080, -2.125)
H (2.617, 2.896, -6.392)
N (-2.578, -2.775, 4.599)
H (-4.765, 0.652, 1.287)
C (-5.085, 3.626, 4.313)
H (-4.868, 3.962, 3.299)
H (0.269, 2.730, -3.795)
H (0.104, -2.936, 6.277)
N (2.103, 3.265, 1.039)
C (-0.236, -0.942, -5.690)
H (1.449, -2.064, -2.203)
C (-1.297, -7.113, -2.139)
H (2.517, 2.946, -1.044)
C (3.418, 0.078, -4.989)
H (6.114, 1.758, -0.427)
O (-4.011, -0.183, 3.745)
H (-0.531, -5.032, -0.168)
C (0.002, 3.670, -3.333)
H (2.836, 0.907, 4.969)
H (-4.563, 2.212, 0.448)
C (-4.047, 1.413, 0.981)
H (-0.993, 1.072, 3.261)
H (1.382, -3.704, 2.173)
N (3.016, -0.350, -6.219)
H (1.506, 0.686, 1.747)
N (4.287, 1.726, 0.627)
P (3.519, 2.697, 1.857)
P (-3.679, 1.269, 3.715)
C (5.767, 1.573, 0.589)
C (2.828, 1.879, -6.094)
H (-0.362, 1.544, -1.189)
N (-3.455, 1.945, 2.128)
H (-1.657, 1.978, 6.755)
H (1.682, -4.158, 4.537)
H (-1.394, 6.151, -1.675)
H (-2.012, 3.310, 1.186)
H (-2.357, 3.631, 2.911)
H (-0.230, -4.591, 5.758)
H (-0.297, -3.103, 2.313)
H (1.109, 4.072, -0.666)
C (0.672, 4.781, -3.696)

Atom charges from the Löwdin analysis, given in e for atoms 1 to 99:
1 H 0.16
2 C -0.12
3 C -0.08
4 C -0.09
5 H 0.10
6 H 0.07
7 H 0.07
8 H 0.11
9 H 0.08
10 H 0.08
11 H 0.07
12 H 0.10
13 C -0.15
14 H 0.08
15 H 0.07
16 C -0.11
17 H 0.09
18 H 0.08
19 N 0.14
20 C -0.11
21 C -0.24
22 H 0.07
23 H 0.09
24 C -0.13
25 H 0.07
26 H 0.07
27 C -0.22
28 C -0.12
29 H 0.08
30 C -0.23
31 C -0.17
32 H 0.11
33 C -0.14
34 H 0.09
35 H 0.05
36 H 0.05
37 H 0.05
38 N 0.13
39 H 0.06
40 C -0.13
41 H 0.08
42 C -0.22
43 C -0.15
44 H 0.11
45 C -0.16
46 C -0.15
47 C -0.23
48 H 0.10
49 H 0.07
50 C -0.20
51 H 0.12
52 C -0.12
53 H 0.09
54 C -0.13
55 H 0.08
56 H 0.04
57 H 0.07
58 N 0.02
59 C -0.12
60 N -0.31
61 H 0.10
62 H 0.14
63 H 0.09
64 H 0.07
65 H 0.06
66 H 0.15
67 H 0.07
68 N 0.04
69 N -0.31
70 C -0.12
71 C -0.10
72 H 0.08
73 N -0.30
74 H 0.07
75 H 0.08
76 H 0.11
77 C -0.21
78 C -0.10
79 H 0.06
80 H 0.07
81 C -0.10
82 O -0.30
83 H 0.08
84 H 0.08
85 H 0.11
86 H 0.11
87 N 0.03
88 H 0.08
89 H 0.07
90 C -0.10
91 H 0.11
92 H 0.11
93 C -0.10
94 C -0.14
95 H 0.09
96 N 0.17
97 H 0.08
98 C -0.09
99 H 0.05

---

Record 2
Computed, not measured: a cluster of 8 separate species, C40H78BrN3O22P2 in total, with wB97M-V/def2-TZVPD.

Computed properties:
Total energy, Eh: -6647.270614
Charge: 0
Frontier orbital gap, eV: 8.4185
Molecular weight, g mol⁻¹: 1094.9

Element x y z (Å)
O (-2.482, 4.189, -3.266)
N (-3.936, 1.959, 3.242)
H (-1.215, -6.753, -2.781)
H (4.957, -1.619, -0.227)
O (-3.124, 5.108, -7.236)
C (4.662, -4.010, 1.552)
H (4.711, -2.220, -3.223)
H (-6.246, 6.142, 3.212)
C (4.412, -2.314, -2.177)
H (7.745, -4.196, 3.351)
O (-3.656, 5.400, -1.394)
H (7.619, -8.321, 7.625)
C (-4.279, 5.787, -6.740)
O (-5.198, -0.329, 0.595)
C (-5.402, 4.814, -6.439)
H (-1.468, 3.422, -0.950)
C (-2.486, 3.073, -0.784)
H (6.601, -8.946, 6.319)
H (-6.050, 6.715, 1.566)
H (-1.497, -8.339, -2.060)
C (-3.368, -8.849, -0.409)
H (-9.040, 4.438, 3.879)
H (-3.682, -0.961, 2.379)
H (3.671, 6.058, 2.574)
C (-6.591, 4.648, 1.675)
O (-1.906, 4.345, -8.888)
C (3.292, 6.799, 1.871)
H (4.773, 8.280, 2.360)
C (9.692, -8.071, 5.479)
H (6.940, -1.959, 2.597)
H (4.038, 8.530, 0.791)
H (-7.191, 3.964, 2.277)
H (9.938, -6.052, 6.171)
C (-1.850, 0.817, 0.396)
H (-0.983, -3.163, 1.405)
H (-3.589, -1.630, -1.521)
H (-0.040, -2.760, -0.016)
C (5.617, 6.722, -0.354)
H (4.500, -3.363, -1.906)
H (-6.253, 5.328, -5.992)
C (4.393, 6.813, -1.237)
H (4.172, -0.383, -3.822)
H (-0.579, -0.504, -0.788)
O (-5.049, 2.249, 3.381)
H (-0.068, 2.581, -2.027)
H (2.463, 7.332, 2.338)
H (5.196, -0.412, -1.491)
H (10.676, -8.401, 5.813)
C (-1.198, -0.571, 0.107)
H (-2.805, 3.455, 0.176)
C (2.412, -1.012, -2.670)
C (6.740, -8.123, 7.019)
H (-1.247, 2.571, 1.586)
H (-3.945, 6.269, -5.823)
H (-2.642, -8.825, 1.612)
H (2.908, 6.263, 1.004)
H (4.130, -5.316, 3.139)
C (-8.884, 6.410, 3.107)
N (-2.948, -0.266, 2.408)
H (-2.964, 3.971, -4.072)
O (5.808, -6.249, 5.894)
H (5.393, -2.224, 3.370)
C (-3.074, 0.646, 1.335)
C (-0.431, 2.014, -2.874)
C (9.238, -6.876, 6.291)
O (-4.790, 3.371, -2.383)
O (-7.970, 6.612, 2.141)
C (-1.432, -7.275, -1.853)
H (3.971, -3.619, 3.599)
H (2.639, 0.368, -4.264)
H (-5.403, 4.110, -2.501)
H (-1.360, -8.908, 0.408)
H (-2.046, -0.710, 2.447)
C (-4.117, 4.963, -9.498)
H (3.885, 5.848, -1.218)
H (-4.363, -9.196, -0.137)
O (5.829, -3.350, 1.674)
C (-2.023, -1.873, -0.031)
H (-6.967, 4.622, 0.657)
H (-1.967, -1.858, -2.206)
C (-2.501, 1.522, -0.866)
P (-1.799, 0.868, -2.504)
C (5.272, -1.475, -1.259)
O (5.531, 7.086, 0.943)
C (6.237, -2.732, 2.902)
H (9.188, -7.098, 7.358)
O (-3.487, 1.971, 1.842)
H (-2.827, -1.917, 0.697)
C (0.440, 2.025, 0.427)
H (-0.498, -0.743, 0.925)
Br (0.894, 3.960, 0.504)
H (3.447, 0.836, -2.763)
H (7.248, -3.217, 4.739)
O (1.218, -0.909, -2.570)
H (6.316, -1.773, -1.345)
H (-5.565, 4.286, 1.669)
H (4.726, 7.007, -2.252)
H (-2.338, -10.340, 0.748)
P (-3.405, 4.057, -1.970)
C (4.392, 7.763, 1.481)
H (-9.118, 5.719, 5.094)
C (-4.204, 0.353, 0.356)
H (5.873, -8.075, 7.672)
H (-0.610, -7.099, -1.160)
H (-4.414, 0.827, -1.632)
C (-6.647, 6.062, 2.199)
C (-1.046, -3.015, 0.326)
C (-2.959, 4.796, -8.540)
C (-2.365, -9.255, 0.651)
O (4.329, -4.374, 0.457)
H (-0.742, 2.679, -3.673)
H (9.753, -7.805, 4.425)
C (-2.639, -2.153, -1.404)
C (3.235, 0.002, -3.431)
H (-5.744, 4.304, -7.338)
O (1.198, 1.289, -0.143)
O (-9.920, 7.013, 3.051)
H (-0.459, 1.086, 2.025)
O (7.989, -6.350, 5.830)
H (6.209, -4.508, 4.146)
H (-5.048, 4.049, -5.745)
O (-3.504, -7.429, -0.510)
H (-3.468, 0.732, -3.876)
O (6.658, 6.284, -0.753)
C (-0.814, 1.671, 1.173)
H (2.800, -4.344, 2.494)
N (-3.881, 1.007, -0.798)
H (-3.708, 5.193, -10.478)
H (-3.136, -9.282, -1.382)
O (-2.906, 1.458, -3.595)
C (3.847, -4.325, 2.784)
H (-2.847, -3.216, -1.500)
H (-4.587, 6.583, -7.418)
H (-4.650, 4.015, -9.559)
C (-8.611, 5.390, 4.190)
H (0.367, 1.370, -3.241)
C (6.894, -3.721, 3.839)
H (-7.559, 5.241, 4.417)
H (3.684, 7.586, -0.951)
O (-2.948, -5.508, -1.394)
H (-1.325, -3.942, -0.166)
O (3.017, -2.015, -2.025)
H (9.001, -8.908, 5.572)
C (6.799, -6.836, 6.229)
C (-2.685, -6.671, -1.262)
H (-4.821, 5.745, -9.226)

Atom charges from the Löwdin analysis, given in e for atoms 1 to 99:
1 O -0.13
2 N 0.02
3 H 0.09
4 H 0.07
5 O -0.01
6 C -0.52
7 H 0.11
8 H 0.11
9 C -0.23
10 H 0.09
11 O -0.29
12 H 0.07
13 C -0.24
14 O 0.09
15 C -0.06
16 H 0.04
17 C -0.18
18 H 0.10
19 H 0.12
20 H 0.07
21 C -0.24
22 H 0.09
23 H 0.10
24 H 0.09
25 C -0.06
26 O 0.11
27 C -0.07
28 H 0.12
29 C -0.06
30 H 0.12
31 H 0.11
32 H 0.07
33 H 0.12
34 C -0.27
35 H 0.08
36 H 0.06
37 H 0.08
38 C -0.53
39 H 0.11
40 H 0.08
41 C 0.01
42 H 0.07
43 H 0.07
44 O 0.10
45 H 0.01
46 H 0.08
47 H 0.07
48 H 0.08
49 C -0.13
50 H 0.09
51 C -0.52
52 C 0.02
53 H 0.09
54 H 0.12
55 H 0.08
56 H 0.02
57 H 0.10
58 C -0.53
59 N 0.15
60 H 0.07
61 O 0.10
62 H 0.11
63 C -0.40
64 C -0.21
65 C -0.23
66 O -0.13
67 O 0.00
68 C 0.02
69 H 0.07
70 H 0.09
71 H 0.09
72 H 0.07
73 H 0.09
74 C 0.01
75 H 0.09
76 H 0.12
77 O -0.01
78 C -0.38
79 H 0.08
80 H 0.04
81 C -0.43
82 P 1.02
83 C -0.05
84 O 0.00
85 C -0.23
86 H 0.11
87 O -0.10
88 H 0.11
89 C -0.73
90 H 0.11
91 Br 0.72
92 H 0.10
93 H 0.09
94 O 0.07
95 H 0.09
96 H 0.06
97 H 0.09
98 H 0.08
99 P 0.43

---

no.,HOMO energy (eV),maximum force (eV/A)
1,-7.9,4.835
2,-8.4,2.377